[1]
C44H124N8O17 | wB97M-V/def2-TZVPD

CARTESIAN COORDINATES (ANGSTROEM)
C (-3.55, -0.79, -0.42)
O (-3.56, 0.57, -0.02)
H (-3.25, -0.87, -1.46)
H (-2.81, -1.28, 0.21)
H (-4.51, -1.29, -0.32)
H (-3.74, 1.13, -0.78)
C (5.54, -0.10, 1.15)
O (6.53, 0.92, 1.54)
H (4.63, 0.50, 1.06)
H (5.94, -0.55, 0.24)
H (5.53, -0.90, 1.88)
H (7.36, 0.45, 1.69)
C (3.03, -2.63, 2.22)
O (2.75, -1.37, 2.60)
H (2.20, -3.27, 2.51)
H (3.25, -2.58, 1.15)
H (3.85, -3.01, 2.84)
H (2.42, -0.86, 1.86)
C (-1.51, -1.76, 3.67)
O (-2.48, -2.60, 4.28)
H (-1.74, -0.72, 3.88)
H (-0.63, -1.88, 4.31)
H (-1.16, -2.00, 2.67)
H (-2.25, -3.51, 4.50)
C (4.62, -0.75, -3.43)
O (3.68, -0.69, -4.54)
H (4.73, 0.13, -2.79)
H (4.32, -1.59, -2.81)
H (5.62, -1.04, -3.76)
H (4.00, -1.28, -5.22)
C (2.11, -3.98, -2.82)
O (2.60, -3.59, -1.60)
H (2.42, -3.26, -3.57)
H (2.49, -4.99, -2.98)
H (1.02, -4.06, -2.79)
H (1.98, -2.91, -1.33)
C (2.43, 5.12, 11.58)
O (2.24, 5.03, 10.16)
C (2.92, 3.89, 9.56)
C (2.05, 3.54, 8.34)
N (2.44, 2.26, 7.70)
C (1.98, 2.20, 6.25)
C (1.11, 1.02, 5.84)
O (-0.30, 1.20, 6.34)
C (-1.15, 1.67, 5.33)
H (1.74, 4.40, 12.01)
H (1.93, 6.05, 11.84)
H (3.46, 5.02, 11.90)
H (3.19, 3.01, 10.15)
H (3.93, 4.14, 9.21)
H (2.21, 4.35, 7.64)
H (0.99, 3.54, 8.58)
H (1.92, 1.55, 8.21)
H (2.80, 2.39, 5.57)
H (1.40, 3.11, 6.08)
H (1.43, 0.12, 6.36)
H (1.31, 1.02, 4.77)
H (-2.12, 1.29, 5.66)
H (-0.87, 1.30, 4.34)
H (-1.14, 2.74, 5.52)
C (-3.60, -6.86, 6.50)
O (-2.36, -6.68, 7.13)
C (-1.81, -5.31, 7.05)
C (-0.86, -5.18, 5.79)
N (-1.61, -5.35, 4.50)
C (-0.62, -5.52, 3.33)
C (-1.43, -5.11, 2.00)
O (-2.44, -6.05, 1.62)
C (-3.78, -5.87, 2.17)
H (-4.29, -6.22, 7.05)
H (-3.79, -7.93, 6.55)
H (-3.47, -6.48, 5.49)
H (-1.15, -5.17, 7.90)
H (-2.50, -4.48, 7.20)
H (-0.09, -5.95, 5.82)
H (-0.27, -4.26, 5.79)
H (-2.15, -6.20, 4.51)
H (-0.39, -6.59, 3.39)
H (0.17, -4.79, 3.52)
H (-0.61, -5.23, 1.29)
H (-1.77, -4.09, 1.84)
H (-3.90, -6.15, 3.22)
H (-4.40, -6.61, 1.66)
H (-4.14, -4.87, 1.95)
C (0.17, -5.24, -6.65)
O (0.45, -4.04, -5.80)
C (0.23, -2.80, -6.50)
C (0.59, -1.51, -5.71)
N (-0.41, -0.83, -4.94)
C (-1.49, -0.18, -5.65)
C (-0.98, 1.00, -6.51)
O (-0.47, 0.43, -7.71)
C (-0.45, 1.26, -8.85)
H (1.03, -5.28, -7.32)
H (-0.65, -5.02, -7.33)
H (-0.09, -6.22, -6.24)
H (-0.82, -2.73, -6.76)
H (0.73, -2.84, -7.47)
H (1.10, -0.75, -6.31)
H (1.30, -1.89, -4.97)
H (-0.90, -1.51, -4.38)
H (-2.09, 0.18, -4.81)
H (-2.20, -0.80, -6.19)
H (-0.30, 1.59, -5.90)
H (-1.87, 1.62, -6.63)
H (-1.42, 1.27, -9.35)
H (0.35, 0.94, -9.51)
H (-0.07, 2.24, -8.55)
C (-2.16, 2.51, -2.51)
C (-3.52, 3.05, -2.14)
C (-4.09, 4.35, -2.81)
O (-3.46, 5.56, -2.51)
C (-2.29, 5.90, -3.27)
N (-4.45, 1.94, -2.48)
H (-1.76, 1.69, -1.91)
H (-1.36, 3.19, -2.23)
H (-2.07, 2.19, -3.54)
H (-3.48, 3.35, -1.09)
H (-5.12, 4.33, -2.45)
H (-4.17, 4.24, -3.89)
H (-1.63, 5.04, -3.37)
H (-1.66, 6.65, -2.78)
H (-2.56, 6.20, -4.29)
H (-5.42, 2.21, -2.49)
H (-4.41, 1.77, -3.47)
C (-3.81, -4.37, -6.07)
C (-3.66, -3.80, -4.67)
C (-2.38, -3.97, -3.91)
O (-2.30, -3.35, -2.67)
C (-2.73, -4.19, -1.56)
N (-4.00, -2.38, -4.75)
H (-3.96, -5.45, -6.04)
H (-2.97, -4.04, -6.68)
H (-4.68, -3.95, -6.58)
H (-4.38, -4.30, -4.01)
H (-1.69, -3.40, -4.53)
H (-2.00, -4.99, -3.88)
H (-2.57, -3.66, -0.61)
H (-2.11, -5.08, -1.59)
H (-3.80, -4.40, -1.56)
H (-4.97, -2.54, -4.51)
H (-3.61, -2.08, -3.86)
C (3.42, 3.01, -2.19)
C (2.10, 2.82, -3.01)
C (2.05, 3.71, -4.27)
O (2.00, 5.06, -3.82)
C (2.00, 5.84, -4.97)
N (1.85, 1.43, -3.36)
H (3.34, 2.60, -1.18)
H (3.49, 4.08, -2.01)
H (4.30, 2.56, -2.64)
H (1.25, 3.03, -2.36)
H (1.17, 3.44, -4.86)
H (2.91, 3.45, -4.89)
H (2.83, 5.83, -5.67)
H (1.91, 6.87, -4.63)
H (1.16, 5.64, -5.64)
H (1.13, 1.40, -4.07)
H (2.61, 0.90, -3.75)
C (2.85, 5.24, 2.54)
C (1.70, 6.20, 2.18)
C (0.36, 6.02, 3.01)
O (-0.26, 4.73, 2.72)
C (-1.09, 4.74, 1.52)
N (2.08, 7.58, 2.13)
H (2.71, 4.28, 2.05)
H (2.92, 5.03, 3.61)
H (3.80, 5.63, 2.18)
H (1.28, 5.96, 1.20)
H (-0.32, 6.87, 2.96)
H (0.56, 6.03, 4.08)
H (-1.56, 3.76, 1.40)
H (-0.46, 4.86, 0.63)
H (-2.01, 5.31, 1.49)
H (2.89, 7.63, 1.53)
H (1.35, 8.17, 1.77)
C (0.16, -2.06, -0.03)
C (0.36, -0.85, -0.92)
C (0.39, 0.36, -0.04)
O (1.55, 0.37, 0.84)
C (1.71, 1.47, 1.62)
N (1.67, -0.96, -1.46)
H (0.83, -2.11, 0.83)
H (0.33, -2.99, -0.58)
H (-0.86, -2.07, 0.33)
H (-0.48, -0.84, -1.61)
H (-0.61, 0.64, 0.28)
H (0.51, 1.25, -0.66)
H (2.54, 1.33, 2.31)
H (0.88, 1.73, 2.28)
H (2.03, 2.29, 0.99)
H (1.88, -0.34, -2.23)
H (2.27, -0.58, -0.74)

## Properties
Kohn-Sham gap (alpha / beta), Eh: 0.2870 / 0.0752
LUMO level (alpha / beta), eV: -2.334 / -8.100
2S+1: 2
Max |F|, eV/Å: 4.90
Charge: +1

---

[2]
C30H32F3OS | wB97M-V/def2-TZVPD

CARTESIAN COORDINATES (ANGSTROEM)
F (-7.29, 1.16, -3.12)
C (-6.77, 0.06, -3.75)
F (-7.29, -1.04, -3.12)
F (-7.27, 0.06, -5.03)
C (-5.27, 0.06, -3.74)
C (-4.59, -1.16, -3.75)
C (-3.20, -1.16, -3.75)
C (-2.47, 0.06, -3.67)
S (-0.83, 0.09, -3.39)
C (-3.21, 1.28, -3.75)
C (-4.59, 1.28, -3.75)
H (-5.15, -2.09, -3.76)
H (-2.66, -2.10, -3.76)
H (-2.66, 2.22, -3.76)
H (-5.15, 2.21, -3.76)
C (1.24, -4.89, -0.18)
C (0.11, -4.05, 0.42)
C (-1.05, -4.02, -0.57)
C (-0.38, -4.72, 1.71)
C (0.63, -2.62, 0.73)
C (0.09, -1.51, 0.15)
C (0.57, -0.19, 0.41)
C (-0.02, 0.94, -0.22)
C (0.38, 2.24, 0.04)
C (-0.15, 3.40, -0.50)
C (0.32, 4.72, -0.21)
C (-0.29, 5.84, -0.84)
C (0.14, 7.13, -0.58)
C (1.21, 7.36, 0.31)
C (1.83, 6.27, 0.94)
C (1.40, 4.97, 0.69)
C (1.63, -0.05, 1.35)
C (2.23, -1.11, 1.97)
C (3.41, -0.92, 2.96)
C (3.04, -1.48, 4.34)
C (3.78, 0.55, 3.13)
C (4.65, -1.66, 2.43)
C (1.74, -2.46, 1.68)
O (2.27, -3.47, 2.23)
H (2.06, -4.99, 0.53)
H (0.86, -5.89, -0.44)
H (1.62, -4.42, -1.10)
H (-1.90, -3.45, -0.17)
H (-0.75, -3.57, -1.53)
H (-1.40, -5.04, -0.77)
H (-1.18, -4.12, 2.17)
H (-0.79, -5.71, 1.48)
H (0.44, -4.82, 2.42)
H (-0.73, -1.61, -0.57)
H (-0.83, 0.76, -0.94)
H (1.16, 2.38, 0.78)
H (-0.98, 3.30, -1.21)
H (-1.12, 5.66, -1.53)
H (-0.34, 7.97, -1.08)
H (1.55, 8.38, 0.50)
H (2.66, 6.45, 1.63)
H (1.90, 4.14, 1.19)
H (2.00, 0.94, 1.58)
H (2.84, -2.55, 4.28)
H (3.86, -1.30, 5.04)
H (2.15, -0.98, 4.72)
H (4.10, 1.00, 2.18)
H (2.95, 1.13, 3.54)
H (4.62, 0.64, 3.83)
H (4.93, -1.28, 1.44)
H (5.50, -1.49, 3.11)
H (4.46, -2.73, 2.36)

## Properties
Relative energy (zero: lowest compared OMol25 entry of this formula, charge and spin), eV: 0.000
Kohn-Sham gap, Eh: 0.1638
LUMO level, eV: 0.815
2S+1: 1
Max |F|, eV/Å: 3.10
Charge: -1

---

[3]
C17H13O4PRu | wB97M-V/def2-TZVPD

CARTESIAN COORDINATES (ANGSTROEM)
Ru (0.55, -1.56, -0.02)
O (0.09, 4.55, 0.06)
C (0.39, 3.43, 0.09)
C (2.54, -1.15, 0.15)
O (3.66, -0.87, 0.38)
C (-1.62, -1.19, -0.17)
O (-2.76, -0.95, -0.11)
C (0.52, -0.76, -1.75)
O (0.50, -0.20, -2.79)
C (1.77, -0.22, 3.18)
P (0.23, -0.29, 2.14)
C (-0.40, -1.94, 2.84)
C (-1.48, -2.07, 3.72)
C (-2.01, -3.34, 3.99)
C (-1.41, -4.49, 3.44)
C (-0.30, -4.36, 2.61)
C (0.21, -3.08, 2.32)
C (-0.74, 1.12, 2.96)
C (-0.25, 2.33, 3.54)
C (-1.11, 3.37, 3.97)
C (-2.49, 3.26, 3.81)
C (-3.01, 2.08, 3.27)
C (-2.15, 1.05, 2.85)
H (2.35, -1.11, 2.94)
H (1.56, -0.23, 4.26)
H (2.36, 0.66, 2.94)
H (-1.92, -1.19, 4.18)
H (-2.89, -3.45, 4.61)
H (-1.83, -5.49, 3.65)
H (0.17, -5.24, 2.16)
H (1.03, -3.00, 1.59)
H (0.84, 2.47, 3.65)
H (-0.72, 4.30, 4.41)
H (-3.17, 4.08, 4.08)
H (-4.09, 1.96, 3.15)
H (-2.58, 0.15, 2.39)

## Properties
Kohn-Sham gap (alpha / beta), Eh: 0.2422 / 0.1977
LUMO level (alpha / beta), eV: -10.398 / -14.529
2S+1: 6
Max |F|, eV/Å: 9.15
Charge: +3

---

Copy entry 3 word for word.
C17H13O4PRu | wB97M-V/def2-TZVPD

CARTESIAN COORDINATES (ANGSTROEM)
Ru (0.55, -1.56, -0.02)
O (0.09, 4.55, 0.06)
C (0.39, 3.43, 0.09)
C (2.54, -1.15, 0.15)
O (3.66, -0.87, 0.38)
C (-1.62, -1.19, -0.17)
O (-2.76, -0.95, -0.11)
C (0.52, -0.76, -1.75)
O (0.50, -0.20, -2.79)
C (1.77, -0.22, 3.18)
P (0.23, -0.29, 2.14)
C (-0.40, -1.94, 2.84)
C (-1.48, -2.07, 3.72)
C (-2.01, -3.34, 3.99)
C (-1.41, -4.49, 3.44)
C (-0.30, -4.36, 2.61)
C (0.21, -3.08, 2.32)
C (-0.74, 1.12, 2.96)
C (-0.25, 2.33, 3.54)
C (-1.11, 3.37, 3.97)
C (-2.49, 3.26, 3.81)
C (-3.01, 2.08, 3.27)
C (-2.15, 1.05, 2.85)
H (2.35, -1.11, 2.94)
H (1.56, -0.23, 4.26)
H (2.36, 0.66, 2.94)
H (-1.92, -1.19, 4.18)
H (-2.89, -3.45, 4.61)
H (-1.83, -5.49, 3.65)
H (0.17, -5.24, 2.16)
H (1.03, -3.00, 1.59)
H (0.84, 2.47, 3.65)
H (-0.72, 4.30, 4.41)
H (-3.17, 4.08, 4.08)
H (-4.09, 1.96, 3.15)
H (-2.58, 0.15, 2.39)

## Properties
Kohn-Sham gap (alpha / beta), Eh: 0.2422 / 0.1977
LUMO level (alpha / beta), eV: -10.398 / -14.529
2S+1: 6
Max |F|, eV/Å: 9.15
Charge: +3